{"formula": "C36H58BaN7O2SSi3", "method": "ωB97M-V/def2-TZVPD", "orbital_gap_ev": 4.63, "e_lumo_ha": 0.053, "e_tot_ha": -3232.5294, "total_charge": -1, "symbols": ["Ba", "C", "N", "C", "C", "C", "N", "C", "C", "C", "C", "C", "C", "C", "O", "C", "C", "C", "N", "C", "C", "C", "C", "C", "C", "C", "O", "H", "H", "H", "H", "H", "H", "H", "H", "H", "H", "H", "H", "H", "H", "H", "H", "H", "H", "H", "H", "H", "H", "H", "H", "H", "N", "N", "C", "N", "S", "H", "H", "H", "H", "H", "C", "Si", "C", "C", "C", "Si", "C", "C", "C", "Si", "C", "C", "C", "C", "C", "C", "C", "N", "H", "H", "H", "H", "H", "H", "H", "H", "H", "H", "H", "H", "H", "H", "H", "H", "H", "H", "H", "H", "H", "H", "H", "H", "H", "H", "H", "H"], "xyz": [[13.39616, 12.01471, 11.71333], [13.33537, 8.31460, 17.53464], [12.98776, 8.85192, 16.21878], [14.01644, 8.49783, 15.25836], [14.55760, 9.74916, 14.59460], [15.45555, 9.41842, 13.41529], [15.97642, 10.58418, 12.61940], [16.91214, 11.42840, 12.94491], [16.86465, 12.33878, 14.03018], [18.09107, 12.65096, 14.61933], [18.12505, 13.60122, 15.67322], [16.99204, 14.18281, 16.29766], [15.76629, 13.85100, 15.72723], [15.66662, 13.04746, 14.51308], [14.60975, 13.03530, 13.80286], [11.60124, 8.81414, 15.79623], [11.28745, 9.78609, 14.62931], [11.48699, 11.20016, 15.10380], [11.48104, 12.11681, 13.96320], [10.84954, 13.25508, 14.28733], [10.64156, 14.49651, 13.56177], [10.01243, 15.50964, 14.27263], [9.70121, 16.79861, 13.77520], [10.20450, 17.09331, 12.49318], [10.70549, 16.11637, 11.68776], [11.13102, 14.83244, 12.23635], [12.02490, 14.28102, 11.50855], [14.29417, 7.82559, 17.48987], [12.50194, 7.76482, 18.03477], [13.53887, 9.20459, 18.17672], [13.54085, 7.76894, 14.56320], [14.81979, 7.93165, 15.75635], [15.22276, 10.28683, 15.31692], [13.76956, 10.45018, 14.20666], [15.03728, 8.76527, 12.66752], [16.34290, 8.87277, 13.83710], [17.70642, 11.65778, 12.23798], [18.97733, 12.10166, 14.34479], [19.16374, 13.81851, 15.96857], [17.09728, 14.92456, 17.05558], [14.80977, 14.20811, 16.18757], [10.90942, 9.08180, 16.63792], [11.28561, 7.79679, 15.50710], [10.18406, 9.68955, 14.41594], [11.72122, 9.49057, 13.68703], [12.40103, 11.40999, 15.63959], [10.64965, 11.44872, 15.77398], [10.29916, 13.25237, 15.23919], [9.78832, 15.24246, 15.27841], [9.05700, 17.48076, 14.32852], [10.24348, 18.07155, 12.10844], [10.85886, 16.08456, 10.60208], [15.71683, 10.69182, 9.78699], [16.57711, 11.55286, 9.03729], [16.67234, 12.89866, 9.38083], [17.56629, 13.58448, 8.66544], [15.75139, 13.78240, 10.52102], [16.04637, 10.60181, 10.79875], [15.82062, 9.77095, 9.38190], [17.07875, 11.15727, 8.21238], [18.03471, 13.18064, 7.88589], [17.60847, 14.59291, 8.82288], [6.84870, 9.49705, 10.90271], [8.39574, 8.38181, 10.39112], [9.09597, 7.81236, 12.07260], [7.49300, 6.96987, 9.54451], [9.64389, 9.32546, 9.36271], [11.16349, 8.45930, 8.56877], [11.74009, 8.99246, 6.87569], [10.73955, 6.64622, 8.35589], [12.70934, 8.52592, 9.60976], [9.42623, 11.16808, 9.21095], [9.56995, 12.20305, 10.80776], [7.83523, 11.69494, 8.34091], [10.87022, 11.88221, 8.14132], [10.51838, 12.38751, 6.89977], [11.56222, 12.96777, 6.09486], [12.83681, 12.99677, 6.58666], [13.05422, 12.44242, 7.86140], [12.12717, 11.92944, 8.69599], [6.08612, 9.41690, 10.08883], [7.10389, 10.56989, 11.06373], [6.50154, 8.98556, 11.80432], [8.97808, 6.73278, 12.14028], [8.61115, 8.23051, 13.08028], [10.18369, 8.03669, 12.16832], [8.10528, 6.11054, 9.63706], [7.35963, 7.15012, 8.48086], [6.48523, 6.84955, 9.98756], [11.11976, 9.79931, 6.33384], [11.69272, 8.00573, 6.26356], [12.76726, 9.28260, 6.90732], [9.77342, 6.45881, 7.85755], [10.66973, 6.13858, 9.36209], [11.58785, 6.21894, 7.80960], [13.11208, 7.52108, 9.35712], [12.63588, 8.37824, 10.71791], [13.41614, 9.29661, 9.33944], [8.75759, 11.90196, 11.50628], [9.57522, 13.25297, 10.57256], [10.49207, 11.86462, 11.25863], [7.01724, 11.79266, 9.06874], [7.60249, 11.06961, 7.48142], [8.02478, 12.72134, 7.99279], [9.52452, 12.33875, 6.52631], [11.26564, 13.24519, 5.08871], [13.69044, 13.36059, 6.00215], [14.07750, 12.47106, 8.21333]]}